Entry from OMol25: a structure of composition C43H62BF6LaN5O10S2Si (wB97M-V/def2-TZVPD).

The HOMO energy (spin up / spin down) comes out at -8.7668 / -8.5447 eV. For the largest force on an atom, the calculation gives 7.7 eV/Å. The calculation puts the HOMO-LUMO gap (spin up / spin down) at 3.34 / 2.89 eV. Its net charge is +1. For the calculated total energy, the calculation gives -4443.4210 Eh.

Each line ends with the Mulliken charge.
Atoms and positions in Å:
F (4.59, 3.45, 0.87)  -0.231
H (-4.36, 0.75, 5.61)  0.405
H (2.49, 1.37, -1.99)  0.108
H (-2.97, 3.99, -3.05)  0.318
C (1.27, 3.02, -3.47)  -1.021
H (5.89, -0.32, -1.12)  0.533
C (4.81, -0.28, -1.32)  -1.960
H (-1.92, -6.07, -0.13)  0.333
H (4.81, -2.53, -2.88)  0.440
C (5.27, -2.13, 2.58)  -1.593
F (-1.87, 6.20, 2.24)  -0.199
H (-1.47, 5.64, -2.43)  0.350
C (-0.17, -2.50, -4.65)  -1.856
C (5.23, -1.71, 1.26)  -0.750
H (0.11, -5.15, -1.52)  0.766
O (-0.48, -0.23, -0.42)  -0.578
H (-2.07, 3.57, -4.99)  0.554
H (0.09, -3.85, 3.84)  0.434
C (-0.53, 5.24, -2.82)  -1.299
F (-1.83, 6.01, 0.09)  -0.125
C (-2.46, 2.97, -1.21)  0.564
B (0.78, -2.20, -0.16)  0.331
H (-4.01, -0.08, 1.42)  0.926
H (1.34, -2.73, 4.42)  0.396
H (-1.46, -0.49, 2.27)  -0.184
H (-0.02, -3.55, -4.38)  0.397
H (-1.21, -3.96, 0.97)  -0.932
C (4.22, -2.88, 3.10)  -0.694
S (2.38, 4.39, -0.14)  0.978
N (-1.21, 2.60, -1.55)  0.756
O (1.94, 0.67, -1.63)  -0.575
H (1.39, 0.35, -2.36)  -0.205
H (1.37, 1.83, 3.27)  0.175
C (-4.29, 0.21, 3.54)  -0.852
H (6.08, -1.18, 0.85)  0.422
S (0.20, 4.96, 1.32)  0.843
C (3.07, -2.72, 1.00)  -0.509
C (2.54, -5.13, 3.88)  -1.944
O (-0.59, -0.10, 2.41)  -0.681
H (0.48, -1.72, -2.77)  -0.834
H (0.23, 0.21, -4.31)  0.376
C (3.57, 4.20, 1.30)  0.578
H (6.12, -1.89, 3.20)  0.429
H (-0.32, 5.73, -3.77)  0.446
H (-3.06, -1.58, -4.03)  0.496
H (-4.17, -3.61, 1.60)  0.425
H (4.36, -3.70, -1.63)  0.310
H (3.25, 0.95, 1.28)  0.166
C (3.12, -3.21, 2.32)  0.772
H (-4.59, -3.66, -0.65)  0.414
H (2.85, -4.66, 4.82)  0.369
C (-2.58, 2.38, 3.24)  0.328
H (-1.93, 3.24, 3.10)  0.298
C (-1.58, -2.20, -2.61)  0.086
F (4.01, 5.33, 1.80)  -0.220
C (-2.25, -4.08, 0.68)  1.954
H (-2.86, 2.69, 5.34)  0.486
H (-0.83, 2.38, -5.30)  0.523
O (1.86, 3.02, -0.19)  -1.098
H (-5.14, 4.76, -2.37)  0.449
C (-3.96, 0.99, 4.64)  -0.859
H (2.47, -5.06, -0.22)  0.529
N (-0.07, -3.10, -0.91)  0.540
O (2.39, 0.78, 1.66)  -0.596
C (0.55, -4.32, -0.99)  -1.151
C (-2.89, 1.57, 2.16)  -1.223
H (0.72, -2.15, -5.18)  0.435
C (-0.41, -1.65, -3.39)  2.217
C (-3.74, -3.26, -1.19)  -0.630
O (-2.31, 1.80, 0.90)  2.067
C (-3.04, 2.63, 0.07)  -0.147
H (2.28, -0.18, 1.65)  -0.253
H (-4.66, 2.89, 1.44)  0.526
C (-4.55, 4.18, -1.68)  -1.309
C (-3.95, -2.61, -2.39)  -1.808
H (-2.42, -6.05, 1.56)  0.449
H (-3.60, -5.73, 0.28)  0.361
H (-1.02, -2.44, -5.32)  0.372
Si (-0.53, 3.36, -3.00)  0.956
C (1.75, -4.27, -0.34)  -1.006
H (4.69, -0.05, -2.38)  0.443
H (0.26, 5.54, -2.12)  0.311
O (0.50, 2.18, 3.06)  -0.417
H (4.38, 0.53, -0.74)  0.187
H (0.56, 3.13, 3.23)  0.228
C (-2.46, -3.40, -0.67)  0.660
C (-3.76, 0.50, 2.29)  0.126
C (-0.63, -0.18, -3.76)  -2.163
H (-0.64, 0.38, 3.25)  0.325
H (1.44, 2.03, -3.90)  0.359
N (1.30, 5.43, 0.31)  -0.495
C (-3.11, 2.07, 4.49)  -0.948
C (-3.11, -3.40, 1.76)  -1.581
C (-5.04, 3.89, -0.40)  -1.184
H (0.59, -2.47, 2.84)  0.099
C (-1.10, 6.28, 1.17)  0.515
O (3.17, 4.82, -1.23)  -0.649
H (3.38, -5.68, 3.47)  0.418
H (5.89, -2.82, -1.50)  0.369
C (4.14, -2.00, 0.45)  0.716
H (-0.81, 0.41, -2.86)  -0.026
C (-3.31, 3.74, -2.05)  -0.814
H (-6.00, 4.25, -0.08)  0.428
C (-4.27, 3.11, 0.46)  -1.085
F (2.95, 3.51, 2.26)  -0.158
C (-1.50, 2.76, -4.53)  -1.779
C (0.94, -3.23, 3.54)  -1.299
C (4.14, -1.62, -1.02)  2.681
H (-2.21, 1.97, -4.28)  0.362
C (-2.57, -5.57, 0.59)  -1.683
C (2.02, -4.09, 2.89)  1.200
H (1.55, -4.64, 2.06)  0.077
H (-4.95, -2.52, -2.79)  0.426
C (-1.39, -2.89, -1.41)  0.375
H (-2.96, -2.32, 1.74)  0.127
H (1.49, 3.73, -4.27)  0.518
La (0.17, 1.59, 0.30)  6.048
F (-0.57, 7.48, 1.07)  -0.212
H (-1.50, -0.07, -4.41)  0.865
H (-2.84, -3.78, 2.74)  0.472
H (1.97, 3.22, -2.67)  -0.091
C (-2.88, -2.08, -3.09)  -0.423
C (4.84, -2.74, -1.81)  -1.712
O (0.63, 4.95, 2.69)  -0.824
H (3.11, -1.56, -1.36)  -1.095
O (-0.50, 3.75, 0.90)  -1.107
N (0.59, -0.82, 0.14)  0.138
N (1.93, -3.01, 0.19)  0.911
H (-4.97, -0.63, 3.65)  0.502
H (1.75, -5.84, 4.12)  0.472
H (4.29, -3.23, 4.12)  0.323